# 1
Molecular formula: C43H66BClF32IN2O11P
Method: DFT, ωB97M-V/def2-TZVPD

```
! RIJCOSX wB97M-V def2-TZVPD def2/J DEFGRID3
* xyz 0 1
C -7.513 2.150 1.692
C -6.309 2.917 1.164
O -6.060 2.476 -0.155
C -5.014 3.181 -0.785
C -3.635 2.838 -0.263
C -3.303 1.378 -0.627
C -2.399 0.640 0.367
C -0.916 0.547 0.001
C -0.194 1.826 -0.494
C 0.406 1.511 -1.867
C -0.571 1.600 -3.018
C -1.162 2.974 -3.220
Cl -0.665 3.756 -4.758
O 0.972 2.120 0.270
C 0.883 2.653 1.567
C 2.000 3.727 1.660
O 1.814 4.607 0.580
C 2.686 4.403 -0.504
C 2.073 4.950 -1.788
O 1.883 4.336 2.890
C 3.061 4.955 3.412
C 4.212 3.923 3.667
C 3.706 2.548 4.066
C 3.622 2.336 5.556
O 3.228 1.001 5.829
C 1.843 0.838 5.827
B 2.664 5.491 4.866
N 1.328 5.223 5.440
O 3.576 6.159 5.633
C 3.575 6.114 2.538
I 5.494 6.918 3.151
C 2.562 7.268 2.412
C 2.154 7.586 0.966
P -0.766 3.278 2.169
N -0.603 3.024 3.873
O -0.787 4.935 2.020
H -7.183 1.445 2.435
H -8.231 2.815 2.131
H -7.971 1.627 0.873
H -5.459 2.712 1.802
H -6.513 3.983 1.141
H -5.065 2.961 -1.841
H -5.190 4.248 -0.647
H -2.919 3.484 -0.744
H -3.561 2.913 0.803
H -4.252 0.865 -0.611
H -2.957 1.323 -1.648
H -2.583 1.048 1.347
H -2.760 -0.375 0.398
H -0.818 -0.218 -0.752
H -0.380 0.224 0.886
H -0.857 2.660 -0.665
H 0.915 0.560 -1.860
H 1.161 2.271 -2.024
H -1.316 0.825 -2.950
H -0.018 1.367 -3.907
H -0.887 3.663 -2.443
H -2.235 2.947 -3.228
H 1.179 1.882 2.279
H 2.941 3.199 1.509
H 2.853 3.352 -0.665
H 3.662 4.867 -0.375
H 2.093 4.180 -2.538
H 1.052 5.256 -1.641
H 2.675 5.747 -2.184
H 4.758 4.312 4.508
H 4.856 3.893 2.804
H 2.756 2.282 3.636
H 4.414 1.820 3.699
H 2.872 2.981 6.006
H 4.555 2.539 6.051
H 1.625 -0.162 6.154
H 1.412 0.940 4.835
H 1.339 1.555 6.462
H 0.728 6.035 5.338
H 1.486 5.170 6.442
H 3.162 6.850 6.154
H 3.775 5.741 1.556
H 3.046 8.151 2.780
H 1.657 7.085 2.972
H 2.789 7.105 0.250
H 1.179 7.160 0.801
H 2.059 8.644 0.788
H -1.279 3.579 4.372
H -0.730 2.042 4.067
H -1.025 5.288 2.885
F 1.274 -0.418 -7.430
C 0.428 0.588 -7.111
F 0.894 1.181 -5.985
C -0.984 0.063 -6.852
F -0.989 -0.740 -5.764
F -1.749 1.148 -6.551
C -1.680 -0.650 -8.019
O -1.622 -2.058 -8.027
C -0.527 -2.682 -8.559
F 0.267 -1.809 -9.209
F -0.977 -3.572 -9.469
C 0.241 -3.460 -7.492
F 0.631 -2.639 -6.496
F 1.347 -4.003 -8.051
H 0.430 1.326 -7.918
H -2.739 -0.428 -7.903
H -1.392 -0.228 -8.981
H -0.383 -4.254 -7.077
F -7.475 -3.466 2.311
C -6.756 -3.769 3.414
F -7.545 -3.567 4.497
C -5.519 -2.880 3.530
F -5.885 -1.592 3.713
F -4.872 -3.276 4.664
C -4.496 -2.965 2.391
O -4.578 -1.977 1.391
C -5.449 -2.143 0.347
F -5.965 -3.388 0.334
F -4.739 -1.991 -0.791
C -6.539 -1.075 0.359
F -7.233 -1.102 1.518
F -7.416 -1.309 -0.645
H -6.471 -4.825 3.381
H -3.529 -2.791 2.858
H -4.444 -3.967 1.965
H -6.108 -0.079 0.228
F 2.365 -4.369 -0.409
C 1.723 -5.049 0.571
F 0.559 -5.500 0.045
C 1.432 -4.168 1.783
F 0.571 -3.181 1.446
F 0.793 -4.962 2.688
C 2.643 -3.562 2.506
O 2.987 -2.239 2.167
C 3.784 -2.002 1.080
F 4.318 -3.144 0.602
F 4.805 -1.225 1.497
C 3.029 -1.234 -0.001
F 1.929 -1.912 -0.393
F 3.824 -1.072 -1.083
H 2.327 -5.916 0.855
H 2.353 -3.502 3.552
H 3.509 -4.225 2.475
H 2.722 -0.252 0.371
F 4.506 -10.614 -1.743
C 4.785 -9.716 -0.778
F 4.773 -10.369 0.411
C 3.749 -8.592 -0.736
F 2.535 -9.062 -0.394
F 4.134 -7.750 0.271
C 3.625 -7.737 -2.012
O 2.575 -8.070 -2.895
C 2.740 -9.054 -3.835
F 4.027 -9.438 -3.923
F 2.401 -8.523 -5.028
C 1.805 -10.237 -3.580
F 2.016 -10.759 -2.355
F 2.052 -11.199 -4.497
H 5.788 -9.309 -0.941
H 3.372 -6.734 -1.673
H 4.577 -7.633 -2.532
H 0.763 -9.920 -3.657
*
```

The gap between HOMO and LUMO is 7.762 eV. For the total energy, the calculation gives -188711.863 eV. The structure (SMILES) is CCOCCCCC[C@H](CCCCl)O[C@@H]([C@@H](OCC)O[C@](CCCOC)(B(N)O)[C@H](I)CC)P(N)O.FC(F)C(F)(F)COC(F)(F)C(F)F.FC(F)C(F)(F)COC(F)(F)C(F)F.FC(F)C(F)(F)COC(F)(F)C(F)F.FC(F)C(F)(F)COC(F)(F)C(F)F. As for the lowest unoccupied orbital energy: 0.04 eV.

Mulliken atomic charge list, values in e, 4 entries:
1 C -1.261
2 C 0.019
3 O -0.350
4 C -1.159


# 2
Molecular formula: C22H60BF4N6O6
Method: DFT, ωB97M-V/def2-TZVPD

```
! RIJCOSX wB97M-V def2-TZVPD def2/J DEFGRID3
* xyz 5 1
B 1.578 -0.820 1.077
F 1.711 0.329 0.260
F 2.607 -1.817 0.802
F 1.743 -0.555 2.432
F 0.221 -1.321 1.004
C 8.126 -2.120 -2.705
N 7.039 -2.636 -3.700
C 7.644 -3.852 -4.388
C 5.883 -3.136 -2.924
C 6.493 -1.528 -4.564
C 7.373 -0.995 -5.715
O 8.418 -0.288 -5.140
H 7.828 -1.166 -2.233
H 9.122 -2.132 -3.109
H 8.135 -2.945 -1.885
H 6.903 -4.353 -5.081
H 7.909 -4.555 -3.605
H 8.549 -3.512 -4.950
H 5.404 -2.532 -2.143
H 6.321 -3.941 -2.279
H 5.206 -3.501 -3.691
H 6.231 -0.716 -3.805
H 5.630 -1.970 -4.986
H 6.739 -0.458 -6.385
H 7.724 -1.915 -6.274
H 9.227 -0.442 -5.614
C -6.281 -3.283 2.888
N -7.497 -3.986 3.379
C -7.331 -5.461 3.028
C -7.705 -3.824 4.853
C -8.680 -3.312 2.739
C -8.739 -2.931 1.310
O -8.365 -4.082 0.520
H -6.278 -3.319 1.826
H -5.389 -3.807 3.232
H -6.225 -2.225 3.232
H -8.240 -5.991 3.266
H -6.444 -5.737 3.678
H -7.022 -5.668 2.033
H -6.711 -4.161 5.280
H -8.524 -4.489 5.204
H -7.954 -2.814 5.185
H -8.917 -2.464 3.365
H -9.463 -3.974 3.072
H -8.066 -2.081 1.152
H -9.729 -2.552 1.031
H -8.576 -3.941 -0.411
C -5.457 2.517 -5.185
C -4.214 2.302 -4.465
O -3.927 2.325 -3.324
N -2.861 2.347 -5.356
H -2.775 3.161 -5.946
H -2.066 2.439 -4.642
C -2.702 1.069 -6.196
H -5.813 1.626 -5.603
H -5.311 3.237 -5.943
H -6.253 2.775 -4.512
H -1.700 1.107 -6.632
H -3.461 0.926 -6.982
H -2.901 0.197 -5.521
C -5.214 6.435 4.806
C -4.098 5.470 4.989
O -3.162 5.372 4.231
N -4.039 4.630 6.267
H -4.045 5.261 7.141
H -4.891 4.094 6.311
C -2.881 3.660 6.313
H -6.138 6.273 5.339
H -5.406 6.419 3.744
H -4.867 7.384 5.033
H -1.983 4.258 6.408
H -2.850 3.169 5.317
H -3.079 3.007 7.110
C 6.183 7.663 -2.640
C 7.504 7.877 -1.898
O 8.275 8.735 -2.001
N 7.989 6.795 -0.869
H 7.993 5.828 -1.231
H 9.048 6.962 -0.661
C 7.318 6.933 0.466
H 5.815 8.708 -2.913
H 5.478 6.963 -2.142
H 6.459 7.147 -3.600
H 7.607 6.043 1.013
H 6.242 6.978 0.274
H 7.656 7.723 1.153
C 2.001 -3.862 4.040
C 0.761 -4.002 3.234
O -0.253 -4.324 3.703
N 0.796 -3.679 1.762
H 0.516 -2.641 1.617
H 1.689 -3.747 1.243
C -0.173 -4.599 1.067
H 2.766 -4.680 3.817
H 1.732 -3.782 5.090
H 2.349 -2.904 3.693
H 0.312 -5.559 0.761
H -0.695 -4.219 0.198
H -0.903 -4.840 1.859
*
```

The gap between HOMO and LUMO is 10.265 eV. For the total energy, the calculation gives -56516.411 eV. As for the lowest unoccupied orbital energy: -8.80 eV.

Mulliken atomic charge list, values in e, 4 entries:
1 B 0.498
2 F -0.368
3 F -0.426
4 F -0.336


# 3
Molecular formula: C26H48HoO2P2
Method: DFT, ωB97M-V/def2-TZVPD

```
! RIJCOSX wB97M-V def2-TZVPD def2/J DEFGRID3
* xyz 1 5
Ho -0.243 -0.335 0.434
C 0.311 -2.558 -0.413
C 1.477 -1.748 -0.662
C 1.169 -1.859 1.633
C 0.147 -2.652 1.006
C 2.014 -1.325 0.608
C -0.423 -3.368 -1.445
H -0.459 -2.905 -2.442
H -1.459 -3.620 -1.186
H 0.111 -4.318 -1.565
C -0.765 -3.579 1.730
H -1.468 -4.073 1.056
H -1.343 -3.066 2.507
H -0.147 -4.337 2.221
C 1.420 -1.730 3.101
H 2.188 -2.457 3.382
H 0.524 -1.938 3.693
H 1.782 -0.743 3.430
C 3.411 -0.876 0.920
H 4.015 -1.792 0.983
H 3.489 -0.381 1.897
H 3.875 -0.213 0.179
C 2.269 -2.005 -1.900
H 2.599 -3.057 -1.825
H 3.138 -1.347 -1.992
H 1.673 -1.911 -2.818
C -0.259 1.921 -2.582
C 0.132 0.811 -3.209
C 0.994 0.860 -4.464
C 2.496 1.257 -4.205
C 2.871 1.598 -2.764
C 2.467 2.736 -2.192
C 1.580 3.736 -2.930
C 0.080 3.311 -3.112
H 0.573 1.572 -5.202
H 2.690 2.155 -4.819
H 0.976 -0.132 -4.947
H -0.171 3.396 -4.188
H -0.772 1.935 -1.608
H -0.050 -0.208 -2.838
H -0.547 4.046 -2.580
H 1.624 4.697 -2.386
H 2.810 3.042 -1.198
H 2.000 3.904 -3.938
H 3.156 0.452 -4.578
H 3.532 0.888 -2.256
P -2.895 -0.629 -0.287
C -3.518 -2.099 0.544
H -4.573 -1.959 0.311
H -3.332 -2.090 1.623
H -3.109 -3.003 0.086
C -3.860 0.772 0.269
H -4.847 0.360 0.054
H -3.614 1.645 -0.345
H -3.695 0.951 1.341
C -3.250 -0.937 -2.016
H -3.057 -0.023 -2.584
H -4.305 -1.182 -1.904
H -2.655 -1.777 -2.391
P 0.378 2.004 1.753
C 2.130 2.058 2.153
H 2.188 3.131 2.325
H 2.807 1.700 1.368
H 2.245 1.487 3.080
C -0.519 3.463 1.205
H 0.069 3.941 0.415
H -0.554 3.991 2.159
H -1.534 3.199 0.868
C -0.213 1.904 3.457
H 0.296 2.802 3.813
H 0.153 0.986 3.934
H -1.306 1.961 3.461
C -2.136 -1.267 4.669
C -2.135 -0.483 3.390
O -2.971 0.437 3.243
O -1.223 -0.743 2.456
H -2.937 -0.889 5.312
H -1.191 -1.162 5.214
H -2.322 -2.330 4.485
*
```

The expectation value of S² is 6.00. The gap between HOMO and LUMO (spin up / spin down) is 8.583 / 8.721 eV. The calculation puts the relative energy (zero: lowest compared OMol25 entry of this formula, charge and spin) at 0.0 kJ/mol. For the total energy, the calculation gives -76206.436 eV. As for the lowest unoccupied orbital energy (spin up / spin down): -2.39 / -2.24 eV.

Mulliken atomic charge list, values in e, 4 entries:
1 Ho -0.821
2 C 0.792
3 C 1.075
4 C 0.628


# 4
Molecular formula: C9H14
Method: DFT, ωB97M-V/def2-TZVPD

```
! RIJCOSX wB97M-V def2-TZVPD def2/J DEFGRID3
* xyz 0 1
C -0.637 -0.383 -2.555
C -1.134 -0.151 -1.146
C -1.324 1.115 -0.632
C -1.673 1.396 0.695
C -2.034 0.331 1.487
C -1.774 -0.984 1.018
C -1.337 -1.195 -0.262
H -0.344 -1.447 -2.805
H 0.172 0.185 -2.958
H -1.508 0.016 -3.235
H -1.020 1.998 -1.162
H -1.429 2.425 1.009
H -2.595 0.369 2.404
H -1.883 -1.870 1.617
H -1.097 -2.199 -0.637
C 2.220 -0.306 1.436
C 2.670 0.327 0.146
H 2.304 0.498 2.214
H 1.185 -0.690 1.821
H 2.912 -0.986 1.891
H 3.067 -0.455 -0.467
H 3.336 1.103 0.532
H 1.921 0.903 -0.411
*
```

The gap between HOMO and LUMO is 9.926 eV. The calculation puts the relative energy (zero: lowest compared OMol25 entry of this formula, charge and spin) at 156.6 kJ/mol. For the total energy, the calculation gives -9558.558 eV. The structure (SMILES) is Cc1ccccc1.CC. As for the lowest unoccupied orbital energy: 1.01 eV.

Mulliken atomic charge list, values in e, 4 entries:
1 C -1.335
2 C 0.613
3 C -0.179
4 C -0.435